Entry 1:
C29H44BrCuN3P2 | ωB97M-V/def2-TZVPD

Each line ends with the Mulliken charge.
Atoms and positions in Å:
1 C 0.16830 -6.08005 1.06270  -0.427
2 C 0.43247 -5.67499 -0.27132  1.159
3 C 0.25147 -6.62259 -1.30068  -0.475
4 C -0.13653 -7.92777 -0.95321  -0.435
5 N -0.33989 -8.29089 0.31135  -0.531
6 C -0.21242 -7.40901 1.30196  -0.365
7 C 0.89316 -4.33970 -0.56251  -1.049
8 C 1.18171 -3.20041 -0.06000  1.303
9 C 1.32117 -2.05816 0.77732  0.320
10 C 0.20307 -1.29950 1.21780  -0.850
11 C 0.34896 0.06681 1.43592  -0.804
12 C 1.57718 0.68989 1.17411  -0.108
13 C 2.73755 -0.10144 1.10156  -0.616
14 C 2.60804 -1.47144 0.91544  -0.672
15 Cu 1.38441 -3.20962 -1.94951  -1.248
16 P -2.21967 1.96585 0.29866  1.072
17 H 0.41223 -6.37916 -2.34978  0.350
18 H 0.27737 -5.38271 1.89312  0.385
19 H -0.28264 -8.68660 -1.73174  0.363
20 H -0.41258 -7.74825 2.32339  0.365
21 H 3.49755 -2.09144 0.80392  0.574
22 H -0.77384 -1.77093 1.32115  0.558
23 H 3.71302 0.37180 1.12573  0.630
24 H -0.50180 0.68002 1.72949  1.264
25 C -1.93954 3.77741 0.06687  -0.422
26 C -2.71889 4.49608 -1.02757  -1.174
27 H -0.85650 3.85069 -0.12698  0.218
28 H -2.11404 4.24072 1.05099  0.468
29 H -2.49705 5.56800 -0.97069  0.436
30 H -2.42425 4.15480 -2.02694  0.179
31 H -3.80502 4.38161 -0.92394  0.292
32 C -3.11905 1.42596 -1.22034  -0.340
33 C -3.50949 -0.05261 -1.17114  -1.462
34 H -2.42955 1.60502 -2.06233  0.166
35 H -4.00244 2.06455 -1.36799  0.598
36 H -3.80099 -0.38019 -2.17700  0.437
37 H -2.67161 -0.68275 -0.84088  0.230
38 H -4.36389 -0.23113 -0.50429  0.344
39 C -3.56499 1.94255 1.56182  -0.575
40 C -4.89131 2.59686 1.19246  -1.234
41 H -3.13202 2.42865 2.45079  0.355
42 H -3.71527 0.88053 1.81268  0.442
43 H -5.58696 2.45945 2.02969  0.414
44 H -4.79068 3.67634 1.02841  0.270
45 H -5.35635 2.14586 0.30792  0.303
46 Br 1.65917 2.50512 0.90423  0.080
47 P 1.92589 0.32308 -3.48152  -0.267
48 C 0.40121 1.17784 -2.84898  0.337
49 C 0.03334 2.35411 -3.74837  -1.327
50 H 0.59517 1.49916 -1.81359  -0.281
51 H -0.40433 0.42600 -2.83645  0.487
52 H -0.95803 2.74476 -3.48914  0.248
53 H 0.75250 3.17932 -3.64530  0.353
54 H 0.00965 2.05270 -4.80370  0.401
55 C 3.22906 1.08957 -2.40038  0.216
56 C 4.32662 1.68002 -3.28279  -1.416
57 H 3.63777 0.33316 -1.71667  0.169
58 H 2.74474 1.85929 -1.78648  0.019
59 H 4.98356 2.32920 -2.69570  0.408
60 H 4.94582 0.89394 -3.73090  0.345
61 H 3.88876 2.27587 -4.09390  0.364
62 C 1.75746 -1.30634 -2.72741  0.318
63 C 1.57456 -2.30606 -3.87394  -0.647
64 H 0.89538 -1.15176 -2.04477  -0.074
65 H 2.70577 -1.40796 -2.16889  0.296
66 H 1.65785 -3.38181 -3.60554  0.265
67 H 0.62129 -2.15661 -4.38620  0.424
68 H 2.39078 -2.13588 -4.58155  0.543
69 C -0.89827 2.08764 5.10420  -0.920
70 C 0.56032 1.95021 4.97465  0.381
71 N 1.28936 1.99669 3.87904  -0.145
72 C 2.60979 1.84050 4.25806  -0.266
73 C 2.67555 1.68578 5.62998  -0.676
74 N 1.36603 1.75350 6.06465  -0.064
75 H -1.36284 1.09459 5.19277  0.276
76 H -1.13684 2.67750 6.00049  0.452
77 H -1.28245 2.59248 4.21254  -0.004
78 H 3.42239 1.84801 3.54788  0.390
79 H 3.51960 1.54430 6.28016  0.408
80 H 1.02501 1.67398 7.01715  0.202

2S+1 = 2
orbital gap (spin up / spin down) = 6.507 / 3.564 eV
HOMO level (spin up / spin down) = -12.68 / -12.68 eV
ΔE to the lowest compared entry with this formula, charge and spin = 2.4019 eV
E_LUMO (spin up / spin down) = -6.2 / -9.1 eV
E_tot = -6192.19119 Ha
net charge = +2
maximum force = 0.0746 hartree/bohr

---

Entry 2:
C29H44BrHfN3P2 | ωB97M-V/def2-TZVPD

Each line ends with the Mulliken charge.
Atoms and positions in Å:
1 C 0.30091 4.45797 -4.60759  -0.231
2 C 0.07867 3.19595 -5.20525  0.215
3 C -0.18606 3.20273 -6.61072  -0.239
4 C -0.46047 4.45236 -7.21910  -0.406
5 N -0.37939 5.62243 -6.58304  -0.347
6 C 0.00208 5.63070 -5.30240  -0.557
7 C -0.03218 2.10708 -4.21032  0.204
8 C -0.61518 2.16517 -3.01040  0.530
9 C -1.84096 2.95866 -2.68731  0.712
10 C -1.87748 3.86008 -1.58513  -0.228
11 C -3.11107 4.16414 -1.03079  -0.352
12 C -4.18698 3.53284 -1.58886  0.028
13 C -4.24474 2.98689 -2.82651  -0.781
14 C -2.99369 2.83953 -3.47981  0.008
15 Hf -0.43969 0.26937 -2.16017  -0.258
16 P 2.00431 -0.31819 -2.02044  -0.058
17 H -0.24309 2.29265 -7.21750  0.474
18 H 0.61889 4.52865 -3.56238  0.474
19 H -0.76453 4.54551 -8.28009  0.421
20 H 0.07719 6.60834 -4.80789  0.394
21 H -2.87839 2.65344 -4.54855  0.596
22 H -0.92678 4.31577 -1.24692  0.477
23 H -5.15883 2.60665 -3.28198  0.449
24 H -3.16426 4.83841 -0.20497  0.547
25 C 1.92806 -1.82754 -0.84491  -1.044
26 C 2.70198 -3.05183 -1.27657  -1.502
27 H 0.86420 -2.06271 -0.63149  1.026
28 H 2.33334 -1.49265 0.12268  0.661
29 H 2.60111 -3.79449 -0.47683  0.436
30 H 2.32833 -3.51531 -2.19057  0.328
31 H 3.76706 -2.83837 -1.39490  0.417
32 C 2.75221 -0.79871 -3.61935  -0.440
33 C 3.42302 0.36937 -4.33523  -1.486
34 H 1.96757 -1.20331 -4.27381  0.372
35 H 3.43890 -1.63341 -3.42893  0.802
36 H 3.36825 0.20992 -5.41823  0.421
37 H 2.93106 1.32576 -4.10851  0.319
38 H 4.48318 0.44643 -4.07205  0.303
39 C 3.38790 0.63217 -1.31827  -0.387
40 C 4.65569 -0.17946 -1.05267  -1.383
41 H 3.05607 1.13487 -0.40018  0.665
42 H 3.58199 1.42938 -2.04615  0.685
43 H 5.44958 0.49824 -0.71538  0.481
44 H 4.52795 -0.93133 -0.26289  0.317
45 H 5.04658 -0.68119 -1.94733  0.338
46 Br -3.56394 0.59185 -1.16710  -0.200
47 P -1.46548 -1.98893 -2.94617  0.407
48 C 0.05263 -2.97705 -3.27748  0.208
49 C 0.07926 -4.44018 -3.74802  -1.501
50 H 0.51501 -2.96232 -2.27833  -0.247
51 H 0.71830 -2.40115 -3.94567  0.126
52 H 1.11734 -4.76530 -3.91643  0.427
53 H -0.33516 -5.13158 -3.01022  0.344
54 H -0.45669 -4.55978 -4.69189  0.442
55 C -2.49687 -2.80979 -1.65182  -0.287
56 C -3.92200 -3.29924 -1.98792  -1.307
57 H -2.53470 -2.08812 -0.81090  0.414
58 H -1.90036 -3.69304 -1.33169  0.585
59 H -4.51982 -3.38371 -1.06288  0.393
60 H -4.44659 -2.60348 -2.64902  0.302
61 H -3.86608 -4.29286 -2.45322  0.411
62 C -1.81153 -0.48468 -4.11007  0.980
63 C -2.38991 -0.82800 -5.50804  -1.469
64 H -0.83178 0.04518 -4.30096  -0.419
65 H -2.46460 0.25355 -3.57106  -0.159
66 H -2.72114 0.10136 -5.99196  0.439
67 H -1.62423 -1.29869 -6.13890  0.399
68 H -3.24870 -1.50800 -5.43897  0.397
69 C 1.56575 1.41290 3.06389  -0.787
70 N 0.70300 1.35359 1.89967  0.059
71 C -0.52574 2.00558 1.72934  -1.035
72 C -1.00391 1.60022 0.53199  -0.066
73 N -0.10633 0.69865 -0.05374  0.017
74 C 0.93137 0.60666 0.80620  -0.809
75 H 1.07474 2.03190 3.82448  0.337
76 H 1.71528 0.40126 3.47843  0.366
77 H 2.55061 1.84521 2.80802  0.322
78 H -0.92883 2.68079 2.47019  0.471
79 H -1.96124 1.82008 0.04521  0.310
80 H 1.86456 0.06142 0.68990  0.731

2S+1 = 1
orbital gap (spin up / spin down) = 4.651 / 4.650 eV
HOMO level (spin up / spin down) = -19.74 / -19.75 eV
ΔE to the lowest compared entry with this formula, charge and spin = 2.4034 eV
E_LUMO (spin up / spin down) = -15.1 / -15.1 eV
E_tot = -4598.58608 Ha
net charge = +4
maximum force = 0.1161 hartree/bohr

---

Entry 3:
C29H44Cl2CrO9P2Se | ωB97M-V/def2-TZVPD

Each line ends with the Mulliken charge.
Atoms and positions in Å:
1 Cr -1.55240 1.65428 -0.95416  0.498
2 C 4.94629 -0.79260 1.86996  -1.594
3 C 4.92001 0.68940 1.47371  2.066
4 C 6.20026 1.01058 0.70121  -2.183
5 C 4.90815 1.54867 2.74776  -1.666
6 C 3.66177 0.96495 0.64324  -0.480
7 C 2.40404 0.85194 1.22056  -0.502
8 C 1.27014 1.07083 0.46053  -0.090
9 Se -0.45717 1.09808 1.26346  -0.341
10 C -1.07127 -0.70533 1.18627  -0.102
11 C -0.85198 -1.58025 2.22875  -0.543
12 C -1.45361 -2.83508 2.21323  -0.398
13 C -2.31866 -3.09755 1.15527  0.038
14 C -2.58597 -2.22240 0.09765  -0.455
15 C -1.88222 -1.00516 0.08006  0.496
16 O -1.95526 -0.16771 -0.95195  -0.358
17 C -3.66123 -2.64858 -0.93058  2.308
18 C -3.21921 -3.95036 -1.61251  -1.720
19 C -3.95207 -1.61431 -2.02544  -2.169
20 C -4.98219 -2.88614 -0.17591  -1.711
21 C -1.16055 -3.83826 3.33141  2.108
22 C -1.49652 -3.21703 4.69346  -1.692
23 C 0.33129 -4.20656 3.30218  -1.623
24 C -1.97387 -5.12376 3.17962  -2.108
25 C 1.31646 1.42010 -0.88905  0.602
26 O 0.19798 1.58708 -1.59981  0.149
27 C 2.58104 1.58658 -1.48681  -0.540
28 C 3.70587 1.34420 -0.69986  0.158
29 C 2.70508 2.05529 -2.94398  2.470
30 C 2.04293 3.43627 -3.08934  -1.221
31 C 2.01587 1.05502 -3.88581  -1.554
32 C 4.16350 2.18642 -3.38269  -2.462
33 H 5.82868 -1.01419 2.48027  0.440
34 H 4.97249 -1.42733 0.98023  0.352
35 H 4.05625 -1.06136 2.44515  0.305
36 H 7.06597 0.83561 1.34455  0.449
37 H 6.22348 2.05554 0.38052  0.417
38 H 6.30847 0.37777 -0.18367  0.360
39 H 5.83142 1.39771 3.31643  0.462
40 H 4.06835 1.29564 3.39990  0.308
41 H 4.82612 2.60955 2.49412  0.359
42 H 2.28630 0.58888 2.26695  0.384
43 H -0.20560 -1.27604 3.04607  0.432
44 H -2.83861 -4.04803 1.14530  0.269
45 H -2.26900 -3.80464 -2.13340  0.350
46 H -3.96909 -4.25807 -2.34808  0.471
47 H -3.09295 -4.76802 -0.89748  0.286
48 H -3.08022 -1.39201 -2.63618  0.292
49 H -4.30410 -0.66859 -1.61424  0.337
50 H -4.74021 -2.02040 -2.67017  0.492
51 H -4.89305 -3.66462 0.58618  0.302
52 H -5.76151 -3.18994 -0.88232  0.477
53 H -5.30741 -1.96452 0.31309  0.354
54 H -0.88914 -2.33084 4.89318  0.320
55 H -1.31251 -3.93834 5.49664  0.455
56 H -2.54752 -2.91823 4.73025  0.358
57 H 0.95964 -3.31848 3.40732  0.314
58 H 0.58839 -4.68560 2.35366  0.352
59 H 0.57494 -4.89725 4.11731  0.438
60 H -3.04890 -4.92393 3.19464  0.396
61 H -1.74512 -5.79846 4.00908  0.452
62 H -1.73453 -5.64361 2.24790  0.364
63 H 4.67443 1.45899 -1.16413  0.486
64 H 0.96958 3.38337 -2.90879  -0.036
65 H 2.20401 3.81866 -4.10391  0.475
66 H 2.47872 4.14791 -2.38009  0.258
67 H 0.95474 0.96683 -3.66377  0.083
68 H 2.47206 0.06479 -3.79311  0.313
69 H 2.13058 1.38724 -4.92339  0.458
70 H 4.70483 2.92769 -2.78635  0.401
71 H 4.18789 2.51528 -4.42450  0.465
72 H 4.69779 1.23327 -3.32128  0.430
73 O -4.35007 4.31972 0.07891  -0.545
74 P -4.35000 2.99328 -0.85334  0.610
75 O -5.71192 2.49918 -1.07950  -0.751
76 O -3.29271 2.08440 -0.18094  0.171
77 O -3.70742 3.62213 -2.20336  -0.180
78 P -2.92891 2.86484 -3.41287  0.538
79 O -1.68534 3.90621 -3.55737  -0.512
80 O -3.67162 2.82053 -4.67896  -0.766
81 O -2.38647 1.58173 -2.77914  -0.140
82 H -5.21079 4.74658 -0.01703  0.293
83 H -1.39315 3.87689 -4.47655  0.298
84 Cl -1.09657 4.07154 -0.78214  -0.093
85 C -1.20652 4.64338 0.89157  -0.508
86 Cl 0.26805 4.37663 1.84405  -0.159
87 H -2.05503 4.16001 1.35731  0.210
88 H -1.34368 5.71212 0.81508  0.469

2S+1 = 2
orbital gap (spin up / spin down) = 7.519 / 7.564 eV
HOMO level (spin up / spin down) = -5.36 / -5.40 eV
ΔE to the lowest compared entry with this formula, charge and spin = 0.3998 eV
E_LUMO (spin up / spin down) = 2.2 / 2.2 eV
E_tot = -6858.06803 Ha
net charge = -1
maximum force = 0.0378 hartree/bohr